No. 1
{"formula": "C12H17BrN3O3", "method": "ωB97M-V/def2-TZVPD", "lumo_ha": 0.0975, "charge": -1, "homo_energy_ev": -4.6, "relative_energy_ev": 0.0000, "total_energy_ev": -93376.042, "species": ["N", "C", "C", "O", "C", "Br", "C", "O", "O", "H", "H", "H", "H", "H", "H", "H", "N", "C", "C", "C", "C", "H", "H", "H", "H", "H", "N", "C", "C", "C", "C", "H", "H", "H", "H", "H"], "positions_angstrom": [[1.644, -1.469, -4.432], [0.834, -1.066, -3.276], [0.292, -2.296, -2.534], [0.069, -1.929, -1.145], [0.937, -2.486, -0.286], [2.765, -1.659, -0.305], [-1.094, -2.721, -3.089], [-1.336, -3.954, -3.069], [-1.843, -1.831, -3.475], [2.354, -2.126, -4.136], [1.021, -1.959, -5.064], [1.420, -0.470, -2.581], [-0.019, -0.486, -3.605], [0.953, -3.156, -2.635], [1.095, -3.551, -0.433], [0.561, -2.302, 0.713], [1.489, 1.610, 0.889], [2.045, 1.677, 2.135], [2.154, 2.999, 2.478], [1.637, 3.759, 1.394], [1.234, 2.870, 0.431], [1.299, 0.759, 0.386], [2.316, 0.782, 2.668], [2.556, 3.379, 3.402], [1.568, 4.832, 1.329], [0.789, 3.026, -0.537], [-2.245, -0.225, 2.806], [-1.525, 0.795, 2.246], [-2.388, 1.825, 1.988], [-3.680, 1.411, 2.414], [-3.558, 0.143, 2.915], [-1.868, -1.109, 3.090], [-0.469, 0.701, 2.080], [-2.123, 2.770, 1.545], [-4.594, 1.980, 2.357], [-4.289, -0.526, 3.336]], "atomic_forces_ev_per_a": [[-0.302, 0.482, -0.052], [0.378, -0.792, 0.262], [-0.662, 0.951, -0.460], [0.477, -0.273, -0.213], [-0.990, -0.159, 0.388], [0.271, 0.036, 0.076], [-0.315, -1.575, 0.109], [0.595, -0.023, 0.240], [-0.499, 1.340, -0.407], [0.028, -0.096, -0.005], [0.124, -0.102, -0.145], [0.236, 0.120, -0.069], [-0.120, 0.100, -0.082], [0.260, -0.015, 0.407], [0.278, -0.049, -0.219], [0.216, 0.081, 0.239], [0.011, 0.088, 0.040], [0.049, -0.078, -0.050], [-0.011, 0.009, 0.040], [-0.010, 0.028, -0.001], [-0.034, -0.045, -0.044], [0.104, -0.041, -0.106], [0.040, 0.004, -0.014], [-0.008, -0.004, 0.006], [-0.003, 0.001, -0.004], [-0.001, 0.003, 0.000], [-0.046, 0.123, 0.036], [-0.076, -0.114, 0.037], [-0.018, 0.048, 0.022], [0.001, 0.018, 0.028], [0.003, -0.064, 0.027], [0.003, -0.034, -0.035], [0.021, 0.046, 0.001], [0.025, -0.009, -0.010], [-0.006, -0.007, -0.012], [-0.019, 0.002, -0.031]]}

***

No. 2
{"formula": "C4H5O2Tm", "method": "ωB97M-V/def2-TZVPD", "spin_multiplicity": 3, "lumo_ha": [-0.0350, -0.0669], "charge": 0, "homo_energy_ev": [-5.6, -5.6], "relative_energy_ev": 2.5141, "total_energy_ev": -37846.651, "species": ["O", "C", "C", "C", "C", "O", "Tm", "H", "H", "H", "H", "H"], "positions_angstrom": [[-1.836, 2.023, -0.588], [-1.865, 0.693, -0.760], [-0.608, -0.085, -0.711], [0.358, 0.008, 0.247], [1.537, -0.790, 0.146], [2.429, -0.885, 1.005], [3.383, -0.254, 3.296], [-2.421, 0.298, -1.654], [-2.409, 0.475, 0.250], [-0.436, -0.762, -1.559], [0.218, 0.658, 1.114], [1.650, -1.379, -0.787]], "atomic_forces_ev_per_a": [[0.994, 0.687, -0.713], [-1.509, 0.483, 1.409], [0.432, 0.007, -0.008], [0.657, -0.334, -0.028], [-1.458, 0.477, -0.628], [1.248, 0.216, 1.749], [-0.632, -0.277, -1.343], [-0.129, 0.276, 0.417], [0.297, -1.526, -1.213], [0.096, -0.063, 0.350], [0.026, -0.068, -0.269], [-0.021, 0.121, 0.278]]}

***

No. 3
{"formula": "C32H58N3NiO2P2", "method": "ωB97M-V/def2-TZVPD", "spin_multiplicity": 3, "lumo_ha": [-0.0652, -0.1435], "charge": 1, "homo_energy_ev": [-9.1, -9.8], "relative_energy_ev": 1.9950, "total_energy_ev": -102304.537, "species": ["C", "C", "C", "C", "C", "H", "H", "H", "N", "P", "P", "C", "H", "H", "C", "H", "C", "C", "C", "C", "C", "H", "H", "H", "C", "H", "H", "H", "C", "H", "H", "H", "C", "H", "H", "H", "C", "H", "H", "H", "C", "H", "H", "H", "C", "H", "H", "H", "C", "H", "H", "H", "C", "H", "H", "H", "C", "H", "H", "H", "C", "H", "H", "H", "C", "H", "H", "H", "Ni", "C", "O", "N", "C", "C", "C", "C", "C", "H", "H", "H", "H", "H", "H", "H", "H", "H", "C", "N", "C", "C", "O", "H", "H", "H", "H", "H", "H", "H"], "positions_angstrom": [[2.361, -1.289, -1.994], [1.435, 0.650, -3.032], [3.249, -1.423, -3.060], [2.176, 0.405, -4.212], [3.168, -0.559, -4.158], [3.979, -2.214, -3.010], [2.046, 1.109, -5.047], [3.838, -0.695, -5.011], [1.496, -0.279, -2.012], [0.625, -2.222, -0.019], [0.229, 2.156, -1.052], [2.269, -2.267, -0.822], [2.507, -3.263, -1.208], [3.053, -2.032, -0.085], [0.874, 1.899, -2.716], [0.491, 2.460, -3.556], [-1.493, 3.116, -0.771], [1.660, 3.425, -0.848], [-0.417, -3.387, -1.079], [0.867, -3.046, 1.656], [-2.532, 2.193, -0.107], [-2.153, 1.744, 0.819], [-3.440, 2.775, 0.136], [-2.813, 1.368, -0.766], [-1.372, 4.333, 0.158], [-0.998, 4.041, 1.148], [-0.748, 5.136, -0.250], [-2.379, 4.764, 0.312], [-2.005, 3.550, -2.140], [-2.958, 4.095, -2.027], [-1.294, 4.194, -2.677], [-2.220, 2.676, -2.763], [1.752, 3.943, 0.580], [1.728, 3.113, 1.295], [2.729, 4.438, 0.675], [0.977, 4.675, 0.824], [2.993, 2.728, -1.180], [3.119, 1.842, -0.545], [3.056, 2.431, -2.232], [3.828, 3.427, -1.016], [1.424, 4.573, -1.851], [1.244, 4.196, -2.864], [0.583, 5.229, -1.599], [2.333, 5.189, -1.907], [-0.502, -3.453, 2.235], [-0.362, -3.857, 3.254], [-1.153, -2.570, 2.314], [-1.003, -4.231, 1.648], [1.472, -2.040, 2.654], [2.447, -1.656, 2.324], [0.787, -1.202, 2.835], [1.635, -2.544, 3.625], [1.824, -4.253, 1.613], [2.805, -3.978, 1.204], [1.982, -4.619, 2.641], [1.428, -5.092, 1.037], [-0.157, -3.082, -2.560], [0.860, -3.356, -2.867], [-0.863, -3.644, -3.194], [-0.306, -2.019, -2.778], [-1.909, -3.120, -0.769], [-2.218, -2.115, -1.083], [-2.535, -3.858, -1.302], [-2.134, -3.224, 0.299], [-0.128, -4.879, -0.859], [0.919, -5.129, -1.068], [-0.399, -5.224, 0.144], [-0.747, -5.457, -1.566], [0.092, -0.068, -0.479], [1.210, 0.564, 0.996], [2.117, 0.815, 1.680], [-1.473, -0.086, -1.760], [-1.885, -0.093, -2.881], [-2.292, 0.206, -4.279], [-1.648, 1.363, -5.105], [-1.859, -1.112, -4.974], [-3.805, 0.478, -4.072], [-1.829, 2.374, -4.710], [-0.566, 1.227, -5.267], [-2.112, 1.350, -6.106], [-2.159, -1.984, -4.360], [-2.269, -1.228, -5.985], [-0.747, -1.095, -5.035], [-4.295, 0.981, -4.918], [-4.292, -0.492, -3.890], [-3.987, 1.119, -3.179], [-0.591, 1.670, 4.548], [-1.734, 0.756, 4.605], [-2.536, 0.692, 5.823], [-2.035, -0.019, 3.540], [-1.362, -0.033, 2.482], [-0.585, 2.255, 5.481], [-0.680, 2.350, 3.677], [0.363, 1.108, 4.458], [-3.552, 1.063, 5.626], [-2.606, -0.352, 6.156], [-2.050, 1.309, 6.588], [-2.938, -0.641, 3.706]], "atomic_forces_ev_per_a": [[-0.724, 0.465, -0.358], [1.079, -1.081, 0.712], [0.264, 0.014, 0.017], [0.069, 0.785, 0.154], [-0.315, -0.545, -0.416], [0.225, -0.045, -0.180], [0.290, -0.490, 0.320], [-0.196, 0.020, 0.336], [0.168, 0.436, 0.051], [-1.026, -0.738, -0.004], [0.075, 1.626, 0.355], [0.760, -0.032, -0.646], [0.028, -0.007, 0.158], [-0.240, 0.060, -0.115], [-2.928, -0.967, -1.271], [0.407, 0.361, -0.165], [0.319, 0.127, -0.598], [-0.502, 0.276, 0.168], [-0.138, -0.408, 0.136], [0.256, -0.202, 0.390], [0.169, -0.343, -0.036], [-0.030, 0.098, -0.137], [0.407, -0.129, -0.170], [-0.091, 0.221, 0.208], [0.091, 0.176, 0.077], [-0.082, 0.114, -0.247], [-0.174, -0.249, 0.194], [0.322, -0.268, -0.154], [-0.383, 0.176, -0.174], [0.310, -0.071, -0.042], [-0.197, -0.094, 0.133], [0.084, 0.129, 0.118], [0.354, 0.276, 0.189], [-0.005, 0.359, -0.024], [-0.220, 0.005, 0.198], [0.288, -0.258, -0.006], [-0.043, -0.013, -0.092], [0.211, 0.159, -0.178], [0.049, 0.019, 0.279], [-0.272, -0.172, 0.185], [0.292, 0.149, -0.104], [0.161, 0.189, 0.226], [0.280, -0.179, 0.061], [-0.183, -0.012, 0.103], [-0.080, -0.044, 0.138], [0.064, 0.164, -0.351], [0.114, -0.264, -0.080], [0.118, 0.259, 0.257], [0.003, 0.150, 0.153], [-0.212, -0.058, 0.069], [0.208, -0.167, -0.116], [-0.076, 0.091, -0.445], [-0.066, -0.206, 0.059], [-0.172, -0.080, 0.121], [-0.023, 0.171, -0.297], [0.186, 0.205, 0.128], [-0.002, 0.238, -0.161], [-0.210, -0.014, 0.021], [0.203, 0.024, 0.279], [0.138, -0.295, 0.041], [-0.163, -0.002, 0.028], [0.128, -0.410, 0.184], [0.265, 0.210, 0.085], [0.030, 0.076, -0.353], [-0.245, -0.228, -0.285], [-0.163, 0.008, 0.092], [0.156, 0.062, -0.315], [0.200, 0.156, 0.147], [1.185, 0.703, 1.214], [1.862, -0.231, 2.276], [-2.192, -0.338, -1.908], [-2.032, -0.727, -4.723], [2.713, 2.129, 4.136], [-0.241, -0.403, -0.254], [0.214, 0.225, 0.366], [-0.166, -0.398, -0.058], [-0.578, -0.285, -0.001], [0.067, -0.461, 0.031], [-0.387, -0.031, 0.231], [0.038, -0.242, 0.434], [0.111, 0.375, -0.475], [0.051, 0.161, 0.229], [-0.705, -0.151, -0.016], [0.331, -0.319, 0.054], [-0.104, 0.387, -0.040], [0.264, -0.404, -0.593], [0.175, -0.028, -0.211], [0.193, -0.037, -0.420], [-0.303, -0.252, -0.203], [1.306, 0.458, -1.009], [-1.343, -0.033, 1.839], [0.105, -0.192, -0.519], [0.077, -0.371, 0.475], [-0.519, 0.336, 0.024], [0.266, 0.008, 0.255], [0.020, 0.362, 0.161], [-0.292, -0.314, -0.147], [0.276, 0.085, -0.199]]}

***

No. 4
{"formula": "C5H4O3", "method": "ωB97M-V/def2-TZVPD", "lumo_ha": [-0.0535, -0.0535], "charge": 0, "homo_energy_ev": [-8.5, -8.5], "relative_energy_ev": 5.5027, "total_energy_ev": -11386.866, "species": ["C", "C", "C", "C", "O", "C", "O", "O", "H", "H", "H", "H"], "positions_angstrom": [[-1.104, 0.496, -0.973], [-0.853, -0.597, 0.353], [0.432, -1.118, -0.030], [1.739, 0.509, 1.550], [-1.492, -0.193, -2.045], [0.881, -0.184, 0.840], [-1.069, 1.687, -0.868], [-1.824, -0.983, 0.981], [-1.780, 0.466, -2.708], [0.893, -1.746, -0.783], [1.521, 0.781, 2.576], [2.657, 0.880, 1.107]], "atomic_forces_ev_per_a": [[-0.803, 0.290, 3.520], [-3.487, 0.309, -4.774], [0.553, 1.672, 1.921], [-0.293, 0.553, 0.155], [0.072, 0.021, -0.347], [2.259, -1.982, -0.825], [0.211, 0.018, -0.694], [1.431, 0.180, -0.036], [0.165, -0.228, 0.145], [-0.076, -1.016, 0.985], [0.340, -0.549, 0.216], [-0.370, 0.732, -0.265]]}